1.
DFT (ωB97M-V/def2-TZVPD) results for a 2-piece molecular cluster, C3H9NO2 overall.

Properties
Multiplicity: 2
<S²>: 0.756
Net charge: +1
LUMO (spin up / spin down): -3.692 / -9.043 eV
Orbital gap (spin up / spin down): 11.049 / 5.215 eV

Structure (XYZ):
```
15
Properties=species:S:1:pos:R:3:mulliken_spin:R:1
C 0.06408 0.25542 0.24056 0.012
C -0.10261 0.88243 -1.16112 0.042
C 1.23490 1.11322 -1.81608 0.004
O 2.23218 0.51606 -1.61337 0.081
N -1.22084 -0.07337 0.75036 0.727
H 0.48666 1.02766 0.87990 0.031
H 0.72169 -0.63695 0.23725 0.083
H -0.65900 1.79885 -1.03970 0.001
H -0.64337 0.14719 -1.77463 -0.001
H 1.22081 1.99717 -2.49684 0.029
H -2.05936 0.10171 0.18683 -0.009
H -1.50945 0.29314 1.66940 -0.021
H -0.25032 -1.78466 2.10931 -0.001
H 0.35789 -3.14121 2.25615 -0.001
O 0.12676 -2.49666 1.57198 0.024
```

2.
DFT (ωB97M-V/def2-TZVPD) results for an isolated ion of composition C3H9NO2P and charge -1.

Properties
Net charge: -1
LUMO: 4.078 eV
Orbital gap: 8.424 eV

Structure (XYZ):
```
16
Properties=species:S:1:pos:R:3:nbo_charge:R:1
C 1.01549 -1.27138 0.76046 -0.367
N 0.37008 -0.05583 0.60849 -0.784
C 0.89496 1.07921 1.16864 -0.411
P -1.20264 0.06810 -0.06368 2.255
C -1.02461 0.13467 -1.97288 -0.981
O -2.03064 -1.25826 0.15091 -1.185
O -1.74979 1.37927 0.41941 -1.183
H 1.18147 -1.60238 1.86071 0.148
H 0.39613 -1.97398 0.24265 0.231
H 2.12327 -1.22790 0.26403 0.119
H 1.68956 1.41378 0.42982 0.133
H 0.06772 1.71632 1.10181 0.262
H 1.21927 0.96021 2.15297 0.160
H -0.75764 -0.73864 -2.39655 0.200
H -1.85524 0.46253 -2.44290 0.211
H -0.33739 0.91428 -2.28389 0.192
```

3.
DFT (ωB97M-V/def2-TZVPD) results for a 2-piece molecular cluster, C3H9NO2P overall.

Properties
Net charge: +1
LUMO: -3.563 eV
Orbital gap: 9.308 eV

Structure (XYZ):
```
16
Properties=species:S:1:pos:R:3:nbo_charge:R:1
C -1.50078 0.01868 0.76721 0.344
C 1.50149 -0.05322 0.18089 -0.109
C 0.14760 -0.38943 -0.62027 -0.199
N -0.12820 0.80493 -1.53189 -0.739
O -2.04736 0.91125 0.27522 -0.483
O 1.16537 1.17730 0.66106 -0.758
P -1.34285 -1.20986 1.88584 0.405
H 2.36962 0.00454 -0.59093 0.166
H 1.92794 -0.73383 0.95934 0.217
H 0.02291 -1.32618 -1.04683 0.208
H 0.72066 1.41464 -1.37444 0.472
H -1.10819 1.18221 -1.24971 0.451
H -0.29387 0.47810 -2.48938 0.439
H 1.78244 1.66405 1.19545 0.511
H -2.56084 -1.74028 1.89237 0.031
H -0.65594 -2.20291 1.08607 0.043
```

4.
DFT (ωB97M-V/def2-TZVPD) results for a 2-piece molecular cluster, C3H9NO2S overall.

Properties
Multiplicity: 2
<S²>: 0.754
Net charge: -1
LUMO (spin up / spin down): 3.498 / 3.378 eV
Orbital gap (spin up / spin down): 3.613 / 6.768 eV

Structure (XYZ):
```
16
Properties=species:S:1:pos:R:3:mulliken_spin:R:1
O 0.60860 -0.00031 1.50914 0.293
C 0.19536 -0.05263 0.30041 0.512
C -1.29091 -0.19298 -0.00473 -0.023
C -1.50701 -0.32267 -1.49880 0.018
S -0.61627 -1.81525 -2.27213 0.081
N -2.05092 0.94606 0.55340 0.127
H 0.82170 0.27267 -0.54775 0.023
H -1.72882 -1.08695 0.46520 0.051
H -2.53490 -0.51874 -1.81113 0.004
H -1.15664 0.41981 -2.21747 -0.003
H 0.19365 -2.03218 -1.20265 0.010
H -2.76533 1.39163 0.01070 -0.033
H -1.38080 1.57903 0.93185 -0.060
H 4.20497 0.03351 1.31611 0.001
H 4.82719 0.59392 2.57689 0.000
O 4.18012 0.78509 1.89097 0.000
```

5.
DFT (ωB97M-V/def2-TZVPD) results for a 2-piece molecular cluster, C3H9NO2S overall.

Properties
Net charge: -2
LUMO: 5.952 eV
Orbital gap: 5.816 eV

Structure (XYZ):
```
16
Properties=species:S:1:pos:R:3:nbo_charge:R:1
C -0.51706 -0.55187 0.80672 -0.057
O -1.93713 -0.73639 0.77349 -0.826
C -0.05220 0.31588 -0.38733 -0.081
C 1.40639 0.71196 -0.15836 -0.512
S 2.16275 1.84134 -1.40072 -0.770
N -0.33617 -0.36455 -1.61946 -0.875
H -0.32578 -0.08556 1.77661 0.143
H -0.01136 -1.51319 0.66740 0.138
H -0.64870 1.23650 -0.36393 0.169
H 2.01722 -0.20474 -0.16514 0.163
H 1.45481 1.05465 0.87623 0.176
H 0.32076 -0.93291 -2.07255 0.360
H -1.28124 -0.41740 -1.91199 0.364
H -2.13972 -1.39126 1.53341 0.517
H -2.90374 -2.89725 2.14234 0.392
O -2.45905 -2.37636 2.81541 -1.302
```

6.
DFT (ωB97M-V/def2-TZVPD) results for a 2-piece molecular cluster, C3H9NO2S overall.

Properties
Net charge: -2
LUMO: 5.870 eV
Orbital gap: 6.035 eV

Structure (XYZ):
```
16
Properties=species:S:1:pos:R:3:nbo_charge:R:1
C 0.73793 0.96875 -0.82558 -0.244
C 1.37729 2.22313 -0.23681 -0.519
S 2.12380 3.43759 -1.37589 -0.747
N -0.62505 0.62320 -0.38423 -0.652
C -0.83620 -0.78683 -0.06546 0.123
O -1.98789 -1.06549 0.74117 -0.832
H 0.87939 0.84068 -1.86807 0.179
H 1.60576 0.30999 -0.47070 0.142
H 2.08561 1.85683 0.61656 0.153
H 0.58960 2.76373 0.24022 0.170
H -0.87083 1.19864 0.43863 0.353
H 0.11965 -1.19493 0.44003 0.099
H -0.96441 -1.40082 -0.91467 0.121
H -1.74737 -2.10759 1.07414 0.530
H -1.00467 -4.10707 0.95463 0.399
O -1.48260 -3.55981 1.63603 -1.276
```

7.
DFT (ωB97M-V/def2-TZVPD) results for a 2-piece molecular cluster, C3H9NO2S overall.

Properties
LUMO: -0.906 eV
Orbital gap: 7.157 eV

Structure (XYZ):
```
16
Properties=species:S:1:pos:R:3:nbo_charge:R:1
C 0.08595 0.63159 -0.26019 -0.244
C 1.34294 0.66221 0.57005 -0.559
S 1.72886 -1.00173 1.18040 -0.220
N -0.25203 2.01860 -0.78960 -0.671
H -0.76074 0.34980 0.35784 0.261
H 0.13466 -0.03300 -1.11397 0.254
H 1.25193 1.36825 1.40174 0.200
H 2.19656 0.97648 -0.04210 0.205
H 0.32758 -1.59960 1.07635 0.291
H -1.09543 2.00415 -1.36615 0.439
H 0.52211 2.37135 -1.35966 0.426
H -0.39807 2.67401 -0.02658 0.428
O -1.04099 -1.94004 1.15188 -0.806
C -1.27688 -2.60616 0.06798 0.650
O -1.50455 -2.17049 -1.05626 -0.711
H -1.26189 -3.70541 0.20827 0.056
```

8.
DFT (ωB97M-V/def2-TZVPD) results for C3H9NO2S as an isolated structure.

Properties
LUMO: 0.494 eV
Orbital gap: 9.900 eV

Structure (XYZ):
```
16
Properties=species:S:1:pos:R:3:nbo_charge:R:1
C -1.12684 0.08365 -0.86228 -0.230
C -0.68895 -0.82303 0.27524 -0.535
S -0.92588 -2.58092 -0.14872 -0.039
N -1.16259 1.51939 -0.46099 -0.785
H -2.11991 -0.20961 -1.21003 0.194
H -0.42193 -0.00114 -1.69062 0.220
H -1.27878 -0.65915 1.17541 0.218
H 0.35878 -0.67202 0.49739 0.255
H 0.22350 -2.71499 -0.82895 0.131
H -1.19818 2.14399 -1.25511 0.398
H -0.08136 1.77401 0.29329 0.465
H -1.96442 1.71643 0.12330 0.386
O 2.25883 0.87666 -0.28116 -0.672
C 1.98148 1.64234 0.62696 0.653
O 0.81398 2.03729 1.01354 -0.742
H 2.80599 2.08920 1.20701 0.083
```

9.
DFT (ωB97M-V/def2-TZVPD) results for a 2-piece molecular cluster, C3H9NO2S overall.

Properties
Multiplicity: 2
<S²>: 0.754
Net charge: +1
LUMO (spin up / spin down): -3.841 / -8.858 eV
Orbital gap (spin up / spin down): 10.763 / 5.532 eV

Structure (XYZ):
```
16
Properties=species:S:1:pos:R:3:mulliken_spin:R:1
O -1.55104 -2.04462 -1.42365 0.030
C -1.70268 -1.31034 -0.48517 0.013
C -0.54179 -0.44366 0.04566 0.059
C 0.79466 -0.90309 -0.74083 -0.005
S 1.65554 0.49760 -1.54555 0.769
N -0.33249 -0.62116 1.45117 0.086
H -2.72471 -1.10102 -0.13687 0.009
H -0.71324 0.60470 -0.19476 -0.012
H 1.37733 -1.33992 0.06393 -0.002
H 0.55979 -1.55354 -1.58464 0.043
H 2.77571 0.58388 -0.76814 -0.012
H -1.04170 -1.14492 1.94302 0.004
H -0.02027 0.22287 1.89951 -0.003
H 0.62526 2.59410 1.22182 -0.002
H 0.06031 2.84987 -0.18211 -0.003
O 0.77932 3.10925 0.43662 0.026
```

10.
DFT (ωB97M-V/def2-TZVPD) results for a 3-piece molecular cluster, C3H9NO2S2 overall.

Properties
LUMO: -3.170 eV
Orbital gap: 5.586 eV

Structure (XYZ):
```
17
Properties=species:S:1:pos:R:3:nbo_charge:R:1
N 0.48520 1.47996 1.51694 -0.765
C 1.07646 0.94131 0.37976 0.000
C 1.81761 -0.31814 0.68662 0.102
O 1.75659 -0.77023 1.88957 -0.735
C 0.47284 -0.52743 -0.08266 -0.322
S -1.26661 1.26054 -0.83719 -0.053
S -1.35520 0.20997 -2.53762 -0.012
H -0.46606 1.39818 1.26165 0.361
H 0.66737 0.82232 2.29950 0.410
H 1.33999 1.59217 -0.43481 0.228
H 2.77999 -0.41959 0.18323 0.233
H 0.29304 -0.55911 -1.15042 0.223
H -0.40449 -0.80174 0.48700 0.246
H -2.21774 -0.73082 -2.11342 0.137
H 1.11153 -2.23866 1.83814 0.489
H 1.17463 -3.62195 2.52550 0.460
O 0.71940 -3.15346 1.81491 -1.003
```

Record-wise calculated total energy values, in eV: -8832.0627; -18133.1528; -18120.3853; -19675.6944; -19675.4457; -19674.8587; -19675.4981; -19677.4065; -19667.1766; -30507.1471
Record-wise ΔE to the lowest compared entry with this formula, charge and spin values, in kJ/mol: 139.76; 43.94; 344.84; 162.31; 59.76; 116.39; 281.26; 97.12; 189.77; 599.82